(1)
Entry from OMol25: a molecular structure, C25H47Br2NO3Si2Tm at a distorted geometry (the ωB97M-V functional and the def2-TZVPD basis).

The value obtained for the HOMO energy (spin up / spin down) is -10.49 / -10.50 eV. For the largest force on an atom, the calculation gives 2.2 eV Å⁻¹. For the lowest unoccupied orbital energy (spin up / spin down), the calculation gives -3.4 / -3.4 eV. The value obtained for the relative energy (zero: lowest compared OMol25 entry of this formula, charge and spin) is 0.00 kcal/mol. Its expectation value of S² is 2.0024. The molecular weight is 794.6 g mol⁻¹. Its multiplicity is 3. The net charge is +1. As for the frontier orbital gap (spin up / spin down): 7.1 / 7.1 eV.

Last column: Löwdin spin population.
Geometry (Å):
O (-0.87611, -1.46797, -1.04221)  -0.0027
O (1.13723, 1.00810, -3.93994)  0.0000
C (0.04655, -2.62241, -1.44113)  0.0001
C (-0.70212, -3.93693, -1.53033)  0.0001
H (0.81519, -2.63210, -0.66107)  0.0001
H (0.50152, -2.29111, -2.37687)  0.0000
H (-0.96660, -4.34760, -0.54382)  0.0001
H (-0.08340, -4.66917, -2.05821)  0.0000
H (-1.61564, -3.84166, -2.12616)  0.0000
C (-1.92337, -1.05130, -2.00258)  0.0003
C (-1.52100, -1.21241, -3.45429)  0.0001
H (-2.06338, 0.01789, -1.79121)  0.0001
H (-2.86948, -1.58986, -1.80136)  0.0000
H (-0.53261, -0.78534, -3.66408)  0.0000
H (-2.23500, -0.66239, -4.07674)  0.0000
H (-1.59276, -2.24726, -3.80676)  0.0000
C (0.64310, 2.36634, -3.88645)  0.0000
C (2.35434, 0.94914, -4.69173)  0.0000
C (-0.69682, 2.46629, -4.58937)  0.0000
H (1.36075, 3.03668, -4.39156)  0.0000
H (0.60406, 2.71947, -2.83722)  0.0000
H (-0.47517, 2.38429, -5.66321)  0.0000
H (-1.21660, 3.40857, -4.36917)  0.0000
H (-1.33745, 1.61734, -4.32352)  0.0000
C (2.11719, 1.06890, -6.18538)  0.0000
H (2.89008, 0.02824, -4.39028)  0.0000
H (2.93538, 1.84327, -4.39448)  0.0000
H (1.14387, 0.64506, -6.46911)  0.0000
H (2.91174, 0.54611, -6.71683)  0.0000
H (2.14749, 2.13474, -6.45513)  0.0000
H (2.23965, 2.45162, -0.73800)  0.0000
Tm (-1.09024, -1.09933, 1.03153)  2.0126
C (2.36445, 1.42067, -0.40942)  0.0001
Si (3.95599, 0.98422, 0.53200)  0.0000
H (2.14172, 0.74957, -1.24744)  0.0000
H (1.56767, 1.30182, 0.35446)  0.0001
C (4.84430, -0.32974, -0.48309)  0.0000
C (3.43787, 0.28767, 2.20150)  0.0000
C (4.72827, 2.71234, 0.48158)  0.0000
C (-3.08832, -2.07263, 1.52100)  -0.0064
Si (-3.86279, -0.40767, 1.23218)  -0.0006
H (-3.11772, -2.34082, 2.59872)  0.0000
H (-3.46991, -2.90516, 0.90549)  0.0002
C (-5.26009, -0.45799, -0.01213)  -0.0002
C (-2.67876, 0.95190, 0.56240)  -0.0009
C (-4.43566, 0.13037, 2.93119)  -0.0001
H (4.28678, 3.24860, -0.37673)  0.0000
H (5.81877, 2.71578, 0.36454)  0.0000
H (4.48329, 3.28523, 1.38731)  0.0000
H (4.47196, -1.33179, -0.22646)  0.0000
H (5.93386, -0.34798, -0.34108)  0.0000
H (4.64736, -0.17116, -1.55420)  0.0000
H (3.09601, -0.75012, 2.09737)  0.0000
H (2.61115, 0.87532, 2.61950)  0.0000
H (4.23635, 0.28144, 2.95768)  0.0000
H (-3.02180, 1.24707, -0.43976)  -0.0001
H (-1.55872, 0.89503, 0.48161)  -0.0002
H (-2.83799, 1.81725, 1.21815)  0.0002
H (-5.25462, 0.85604, 2.86452)  0.0000
H (-3.62800, 0.57798, 3.52476)  0.0000
H (-4.79327, -0.76952, 3.45083)  0.0000
H (-6.08394, 0.18555, 0.32827)  0.0000
H (-5.62933, -1.48658, -0.11562)  0.0000
H (-4.92655, -0.09460, -0.99508)  0.0000
Br (2.02666, -3.99682, 3.65504)  0.0002
C (1.04299, -2.50614, 4.28694)  0.0011
C (0.86128, -2.18861, 5.62967)  -0.0002
C (0.18251, -1.04038, 6.03268)  0.0013
Br (-0.04689, -0.75042, 7.90275)  0.0002
C (-0.30614, -0.08888, 5.09401)  -0.0001
C (-0.86083, 1.16738, 5.42302)  0.0003
C (-1.12293, 2.06401, 4.40132)  -0.0004
C (-0.84707, 1.71792, 3.07162)  0.0003
N (-0.47998, 0.46566, 2.71618)  -0.0028
C (-0.17080, -0.43439, 3.71508)  0.0003
C (0.44314, -1.69391, 3.31121)  -0.0002
O (0.47946, -2.03789, 2.04326)  -0.0025
H (1.28855, -2.87275, 6.34792)  0.0000
H (-1.04283, 1.40170, 6.47133)  0.0000
H (-1.53390, 3.04797, 4.60764)  0.0000
H (-0.94195, 2.45225, 2.26292)  0.0000

(2)
Entry from OMol25: a molecular structure, C25H48AlCl3FN2NaNbO16P2 at a distorted geometry (the ωB97M-V functional and the def2-TZVPD basis).

The value obtained for the HOMO energy is -15.00 eV. For the largest force on an atom, the calculation gives 3.2 eV Å⁻¹. For the lowest unoccupied orbital energy, the calculation gives -12.8 eV. The molecular weight is 962.8 g mol⁻¹. Its multiplicity is 1. The net charge is +3. As for the frontier orbital gap: 2.2 eV.

Last column: Mulliken charge in e.
Geometry (Å):
C (-2.49628, 1.09403, -0.62437)  -0.5376
C (-1.82028, 2.39128, -0.41300)  0.6683
O (-1.70024, 3.29850, -1.14832)  -0.3913
O (-1.29511, 2.54831, 0.94684)  -0.1086
C (-0.07418, 3.03226, 1.04512)  -1.4797
Nb (1.15082, 1.03592, 1.46024)  -0.1268
F (1.27244, 1.40242, 3.27463)  -0.6504
C (1.09814, 0.72993, -0.72670)  1.2762
C (2.42892, 0.47539, -1.41623)  -0.4940
O (2.60657, -0.46829, -2.12900)  -0.2771
C (2.67189, -0.58736, 1.73501)  -0.3870
C (2.25263, -2.00248, 1.34910)  -0.5005
O (1.69016, -2.13362, 0.07006)  -0.5042
C (-0.53421, -0.37280, 1.92657)  -1.0396
O (-1.71834, 0.17839, 2.57108)  -0.3741
C (-1.61773, 0.40110, 3.89277)  1.0703
C (-1.90200, 1.81781, 4.28509)  -1.0089
O (-1.31119, -0.42493, 4.71603)  -0.5955
P (3.13320, 2.69161, 1.18601)  -0.0166
P (2.62495, 4.73843, 0.57058)  0.6708
O (1.58168, 5.21247, 1.48608)  -0.2640
O (2.14771, 4.64481, -0.92852)  -0.4537
O (3.92904, 5.60982, 0.50897)  -0.4901
H (-2.76660, 0.99891, -1.66907)  0.3735
H (-3.42419, 1.11439, -0.04697)  0.4605
H (-1.92035, 0.26070, -0.24035)  -0.3449
H (0.28021, 3.51498, 0.13895)  0.9028
H (0.09559, 3.65577, 1.92501)  0.7623
H (0.48030, -0.14693, -0.92643)  -0.6594
H (0.67751, 1.61873, -1.21361)  0.8295
H (3.23977, 1.21956, -1.26341)  0.0765
H (3.54793, -0.32253, 1.13529)  0.4902
H (2.99922, -0.52857, 2.77822)  0.6553
H (1.58222, -2.50027, 2.07127)  0.4614
H (3.17971, -2.62418, 1.27942)  0.5607
H (0.73337, -2.15983, 0.14682)  0.0920
H (-0.87373, -0.93002, 1.05573)  -0.0882
H (-0.11529, -1.11582, 2.61333)  1.0614
H (-1.90764, 1.96634, 5.35812)  0.4652
H (-1.12295, 2.45429, 3.87226)  -0.2779
H (-2.82802, 2.16697, 3.82185)  0.5636
H (3.68344, 2.85492, 2.47066)  0.1796
H (2.82131, 4.29605, -1.53238)  0.3585
H (4.70144, 5.27730, 0.98597)  0.3823
Na (-3.21648, 0.48168, 5.82301)  0.9760
O (5.00534, -3.30037, -1.72509)  -0.5868
Cl (5.61887, -2.81831, -0.53751)  1.7081
O (4.58980, -2.98624, 0.56105)  -0.8593
O (5.85950, -1.40361, -0.59597)  -0.6457
O (6.76960, -3.54884, -0.16603)  -0.5961
C (-0.32489, 8.32171, 3.14961)  -0.7367
C (-0.56808, 9.22681, 4.17656)  -0.4162
C (-0.48237, 8.82291, 5.50007)  -0.5087
C (-0.14943, 7.51215, 5.76659)  -0.1027
C (0.09470, 6.59594, 4.76259)  -0.3428
C (0.00308, 7.00436, 3.44672)  0.2189
N (-0.04018, 7.05750, 7.17042)  1.0219
O (-0.27579, 7.85924, 8.04037)  -0.5626
O (0.27539, 5.89225, 7.35152)  -0.6298
H (-0.38852, 8.64438, 2.11893)  0.4252
H (-0.82408, 10.25223, 3.95083)  0.4087
H (-0.67017, 9.51372, 6.30823)  0.4984
H (0.35230, 5.57782, 5.01455)  0.5649
H (0.19313, 6.28850, 2.66664)  0.3309
C (-1.11107, -1.30028, -3.59146)  -1.1986
C (-1.33205, -2.56567, -4.39849)  -0.5841
N (-1.04067, -3.86283, -3.68451)  0.3449
C (0.41277, -3.86021, -3.28673)  -0.2075
C (-1.17710, -5.01878, -4.65963)  -0.2930
C (-2.55398, -5.31332, -5.23331)  -1.2501
C (-1.81326, -4.07478, -2.40980)  -0.1378
C (-3.32586, -3.97924, -2.41745)  -0.6738
O (-3.74773, -2.69043, -2.79731)  -0.1950
C (-5.02949, -2.64410, -3.43336)  -0.8478
H (-0.06319, -1.17259, -3.31475)  0.2829
H (-1.38346, -0.45422, -4.22161)  0.5622
H (-1.73125, -1.25161, -2.69740)  0.0986
H (-0.66057, -2.56725, -5.25714)  0.6518
H (-2.34749, -2.60712, -4.77449)  0.3257
H (1.01950, -3.67180, -4.16807)  0.3990
H (0.66298, -4.82784, -2.85382)  -0.6223
H (0.58027, -3.08466, -2.54612)  0.4242
H (-0.79422, -5.89295, -4.13489)  0.3011
H (-0.48530, -4.78133, -5.46586)  0.5118
H (-3.15280, -5.93359, -4.57156)  0.3728
H (-2.41459, -5.89022, -6.14618)  0.4425
H (-3.12027, -4.42257, -5.49849)  0.2446
H (-1.42430, -3.33639, -1.70952)  -0.0663
H (-1.52195, -5.06603, -2.05993)  0.4387
H (-3.63490, -4.17284, -1.38176)  0.3691
H (-3.78598, -4.75249, -3.03033)  0.3394
H (-5.63140, -3.51856, -3.18753)  0.3756
H (-4.91183, -2.58121, -4.51801)  0.2940
H (-5.54671, -1.75287, -3.08739)  0.2521
Al (3.74813, -2.94737, 3.08533)  0.5761
C (1.63017, -8.31623, -2.49053)  -0.3055
Cl (1.89050, -6.67917, -1.81030)  -0.1232
Cl (1.78290, -9.55808, -1.26662)  -0.1228
H (0.63102, -8.35659, -2.90640)  0.2144
H (2.37959, -8.47242, -3.25642)  0.3501